# C3H5O3S2

A 2-piece molecular cluster, C3H5O3S2 overall (ωB97M-V with the def2-TZVPD basis set, OMol25).

Geometry as XYZ:
```
13
Properties=species:S:1:pos:R:3:forces:R:3
C 0.7835 1.6781 0.8340 -2.4411 0.2974 -0.7732
C 1.7788 0.8378 0.7722 1.7678 0.5238 0.3691
C -0.9237 -1.6802 -1.4020 -1.2259 -0.9581 -0.9926
O -0.5290 1.3083 0.8029 -0.2388 1.2016 0.5364
O 0.8115 3.0680 0.8247 -0.9448 -1.2497 1.1392
O -0.5358 -0.8930 -2.2123 0.7578 0.9110 -0.1731
S -1.7617 -3.1195 -2.2970 -0.1931 -1.7084 0.6995
S -1.1135 -1.7483 0.2433 0.2720 0.2016 1.7567
H 2.7714 1.3159 0.8055 -0.3707 -0.8967 -0.0601
H 1.5242 -0.2115 0.7706 0.4823 -0.0311 -0.1873
H -0.0585 3.1980 1.2912 1.0331 0.5327 -0.7987
H -1.9670 -4.1110 -1.2910 0.3011 1.4918 -1.1169
H -0.7800 0.3575 0.8579 0.8002 -0.3159 -0.3988
```
Positions in Å, forces in eV/Å.

Kohn-Sham gap: 7.64 eV
charge: -1
energy above the lowest of the compared OMol25 structures with the same formula, charge and spin: 70.6 kJ/mol